1.
# C52H48AsMgN3O5P2S4

A molecular structure, C52H48AsMgN3O5P2S4 at a distorted geometry (ωB97M-V/def2-TZVPD, OMol25).

Atoms and positions in Å:
Mg -4.380 -24.796 -5.676
C 0.888 -15.422 -2.817
C 0.957 -16.981 -2.906
C 2.391 -17.431 -2.440
C -0.082 -17.600 -2.027
C -0.029 -17.397 -0.606
C -0.890 -18.129 0.191
C -1.683 -19.152 -0.327
C -1.647 -19.485 -1.694
P -2.823 -20.711 -2.247
C -4.313 -19.909 -1.438
C -5.138 -19.115 -2.267
C -6.162 -18.407 -1.748
C -6.373 -18.444 -0.358
C -5.581 -19.241 0.432
C -4.579 -20.055 -0.077
C -2.637 -22.051 -1.084
C -3.746 -22.910 -0.837
C -3.726 -23.846 0.170
C -2.652 -23.938 1.075
C -1.601 -23.062 0.870
C -1.550 -22.145 -0.208
C -0.882 -18.649 -2.529
O -0.918 -19.015 -3.839
C -0.033 -18.427 -4.741
C -0.183 -18.776 -6.138
C 0.712 -18.135 -7.010
C 1.534 -17.093 -6.621
C 1.574 -16.666 -5.336
C 0.802 -17.350 -4.362
P -1.439 -19.857 -6.829
C -2.680 -18.775 -7.634
C -3.766 -19.415 -8.220
C -4.537 -18.737 -9.132
C -4.339 -17.367 -9.342
C -3.376 -16.703 -8.630
C -2.455 -17.381 -7.843
C -0.488 -20.520 -8.278
C 0.539 -21.422 -7.967
C 1.432 -21.803 -8.992
C 1.296 -21.332 -10.305
C 0.308 -20.417 -10.568
C -0.572 -19.980 -9.570
H 0.839 -15.045 -1.767
H -0.005 -15.093 -3.348
H 1.765 -14.934 -3.267
H 2.767 -16.915 -1.589
H 3.067 -17.277 -3.284
H 2.393 -18.505 -2.307
H 0.742 -16.743 -0.306
H -0.989 -17.870 1.249
H -2.147 -19.783 0.436
H -4.989 -19.078 -3.350
H -6.826 -17.814 -2.356
H -7.239 -17.920 0.099
H -5.764 -19.403 1.525
H -4.122 -20.798 0.592
H -4.604 -22.795 -1.430
H -4.605 -24.450 0.287
H -2.590 -24.661 1.856
H -0.699 -23.128 1.517
H -0.689 -21.441 -0.353
H 0.752 -18.463 -8.032
H 2.230 -16.683 -7.347
H 2.085 -15.816 -5.031
H -4.000 -20.431 -7.927
H -5.286 -19.235 -9.723
H -4.906 -16.806 -10.056
H -3.243 -15.636 -8.774
H -1.662 -16.858 -7.322
H 0.578 -21.820 -6.964
H 2.275 -22.477 -8.701
H 2.042 -21.612 -11.056
H 0.118 -20.019 -11.551
H -1.275 -19.194 -9.842
S -7.974 -22.840 -6.399
As -6.609 -22.235 -4.740
S -6.206 -24.239 -3.894
S -4.742 -21.396 -5.559
S -7.341 -20.748 -3.346
O 2.077 -23.113 -5.135
C 1.749 -23.985 -4.301
O 2.515 -24.650 -3.581
C 0.266 -24.109 -4.391
C -0.459 -22.913 -4.599
C -1.833 -23.059 -4.783
N -2.387 -24.289 -5.024
C -1.720 -25.415 -4.754
C -0.374 -25.323 -4.352
C -2.469 -26.708 -4.960
O -2.060 -27.706 -4.424
O -3.483 -26.545 -5.699
H -0.019 -21.923 -4.568
H -2.499 -22.232 -4.934
H 0.170 -26.174 -4.026
C -4.658 -26.100 -10.055
C -4.121 -25.874 -8.615
N -4.995 -24.990 -7.814
C -6.415 -25.458 -7.823
C -6.898 -25.794 -9.270
N -5.893 -25.308 -10.218
C -5.595 -23.810 -9.935
C -5.036 -23.662 -8.509
H -4.879 -27.173 -10.212
H -3.924 -25.797 -10.847
H -3.097 -25.475 -8.563
H -4.064 -26.795 -8.049
H -7.040 -24.728 -7.297
H -6.388 -26.398 -7.228
H -7.792 -25.226 -9.545
H -7.102 -26.858 -9.400
H -6.267 -25.322 -11.207
H -6.529 -23.274 -10.154
H -4.891 -23.484 -10.692
H -5.676 -22.988 -7.949
H -4.005 -23.206 -8.544

Properties
Net charge   -2
ΔE to the lowest compared entry with this formula, charge and spin   0.00 kcal per mole
Gap between HOMO and LUMO   3.5 eV
Maximum force   3.42 eV/Å

These are the Mulliken partial charges, in e, on atoms 1 to 4:
1. Mg 0.2761
2. C -1.7636
3. C 2.2780
4. C -1.8858

2.
# C52H49As2N7P2STi

A molecular structure, C52H49As2N7P2STi at a distorted geometry (ωB97M-V/def2-TZVPD, OMol25).

Atoms and positions in Å:
Ti -0.172 -0.992 0.196
C -0.377 -4.746 0.591
As 0.226 -3.403 -0.655
C -0.760 -3.846 -2.247
C 2.027 -3.914 -1.065
C 2.280 -4.772 -2.129
C 3.578 -5.193 -2.379
C 4.613 -4.769 -1.554
C 4.354 -3.905 -0.498
C 3.061 -3.450 -0.258
As 2.666 -2.209 1.194
C 3.053 -3.366 2.706
C 4.255 -1.091 1.160
H -0.279 -5.712 0.107
H -1.416 -4.561 0.850
H 0.226 -4.722 1.495
H -0.432 -3.227 -3.078
H -1.811 -3.675 -2.043
H -0.606 -4.893 -2.485
H 1.481 -5.126 -2.763
H 3.778 -5.858 -3.209
H 5.625 -5.112 -1.733
H 5.175 -3.593 0.137
H 4.110 -3.617 2.668
H 2.455 -4.272 2.645
H 2.828 -2.859 3.642
H 5.017 -1.544 0.532
H 4.630 -0.999 2.176
H 4.021 -0.097 0.789
S -2.417 -1.306 -0.246
C -2.352 -0.531 -1.819
N -3.526 -0.019 -2.271
N -3.765 0.396 -3.440
C -3.269 0.174 -4.771
C -2.467 -0.887 -5.175
C -2.197 -1.037 -6.524
C -2.701 -0.137 -7.458
C -3.505 0.913 -7.044
C -3.802 1.061 -5.701
N -1.215 -0.294 -2.459
N -0.134 -0.515 -1.784
C 1.069 -0.371 -2.584
C 1.031 -0.177 -3.958
C 2.224 -0.066 -4.655
C 3.446 -0.165 -3.996
C 3.473 -0.357 -2.623
C 2.279 -0.448 -1.923
H -4.619 0.943 -3.436
H -2.082 -1.602 -4.470
H -1.585 -1.869 -6.851
H -2.478 -0.267 -8.510
H -3.912 1.611 -7.764
H -4.449 1.870 -5.372
H 0.084 -0.101 -4.471
H 2.199 0.096 -5.726
H 4.372 -0.085 -4.553
H 4.416 -0.429 -2.096
H 2.304 -0.530 -0.840
N -0.454 -1.372 2.058
C -0.368 -1.491 3.231
C -0.179 -1.678 4.554
C -0.227 -3.033 5.035
N -0.230 -4.142 5.348
C 0.161 -0.542 5.366
N 0.461 0.401 5.956
C -0.657 2.079 1.993
P 0.571 1.423 0.784
C 0.501 2.486 -0.682
C 1.650 2.652 -1.459
C 1.608 3.390 -2.632
C 0.413 3.962 -3.049
C -0.736 3.795 -2.288
C -0.699 3.054 -1.111
C 2.091 1.809 1.694
C 2.456 0.945 2.726
C 3.471 1.285 3.606
C 4.142 2.490 3.448
C 3.783 3.358 2.425
C 2.751 3.030 1.552
P -2.484 1.767 1.782
C -2.789 0.705 3.241
C -3.625 -0.398 3.087
C -3.917 -1.224 4.170
C -3.368 -0.951 5.416
C -2.535 0.152 5.583
C -2.253 0.976 4.503
C -3.170 3.399 2.294
C -2.610 4.603 1.870
C -3.178 5.820 2.234
C -4.322 5.846 3.017
C -4.907 4.651 3.417
C -4.339 3.438 3.055
H -0.458 3.148 2.032
H -0.341 1.643 2.939
H 2.591 2.220 -1.142
H 2.511 3.521 -3.217
H 0.381 4.547 -3.961
H -1.667 4.253 -2.599
H -1.613 2.928 -0.544
H 1.926 0.011 2.863
H 3.729 0.619 4.422
H 4.936 2.761 4.135
H 4.297 4.305 2.312
H 2.461 3.732 0.781
H -4.065 -0.609 2.115
H -4.576 -2.074 4.040
H -3.597 -1.590 6.261
H -2.107 0.371 6.555
H -1.624 1.848 4.659
H -1.727 4.619 1.238
H -2.722 6.745 1.906
H -4.758 6.792 3.312
H -5.806 4.662 4.021
H -4.810 2.517 3.380

Properties
Net charge   +2
ΔE to the lowest compared entry with this formula, charge and spin   37.00 kcal per mole
Gap between HOMO and LUMO (alpha / beta)   5.0 / 5.0 eV
Maximum force   1.27 eV/Å

These are the Mulliken partial charges, in e, on atoms 1 to 4:
1. Ti -0.1103
2. C -1.0976
3. As 1.6956
4. C -1.6290

3.
# C52H49BiBrN5O4P2

A molecular structure, C52H49BiBrN5O4P2 (ωB97M-V/def2-TZVPD, OMol25).

Atoms and positions in Å:
Bi 0.464 0.733 0.465
N -1.917 1.687 0.770
C -2.583 1.524 2.026
C -2.967 2.647 2.750
C -3.560 2.509 3.991
C -3.786 1.245 4.517
C -3.405 0.127 3.795
C -2.808 0.245 2.541
P -2.152 -1.175 1.599
C -3.660 -1.946 0.887
C -3.543 -2.595 -0.342
C -4.644 -3.202 -0.930
C -5.878 -3.164 -0.298
C -6.006 -2.522 0.927
C -4.904 -1.918 1.516
C -1.714 -2.336 2.945
C -0.755 -1.913 3.870
C -0.314 -2.780 4.858
C -0.815 -4.075 4.929
C -1.762 -4.500 4.009
C -2.211 -3.633 3.020
H -2.438 1.225 -0.003
H -1.858 2.675 0.547
H -2.769 3.635 2.349
H -3.826 3.391 4.557
H -4.233 1.133 5.496
H -3.538 -0.859 4.224
H -2.596 -2.608 -0.866
H -4.535 -3.689 -1.891
H -6.740 -3.632 -0.759
H -6.967 -2.491 1.427
H -5.020 -1.414 2.467
H -0.364 -0.901 3.815
H 0.425 -2.441 5.573
H -0.470 -4.749 5.703
H -2.159 -5.506 4.063
H -2.951 -3.971 2.305
Br 2.876 -1.725 2.806
C 1.681 -2.716 1.706
C 1.354 -4.022 2.037
C 0.489 -4.682 1.182
C 0.001 -4.032 0.056
C 0.387 -2.722 -0.168
N 1.224 -2.083 0.654
C -0.151 -1.941 -1.362
O -0.711 -2.576 -2.247
O 0.030 -0.670 -1.359
H 1.749 -4.485 2.929
H 0.193 -5.700 1.400
H -0.671 -4.510 -0.642
N 1.986 2.545 1.623
C 1.232 3.271 2.655
C 0.314 2.323 3.447
O -0.160 2.740 4.495
O 0.127 1.182 2.899
H 2.689 1.965 2.069
H 2.479 3.186 1.011
H 0.603 4.020 2.168
H 1.876 3.795 3.363
C 3.078 -1.906 -2.200
C 4.340 -1.161 -2.519
C 5.410 -1.820 -3.116
C 6.578 -1.152 -3.450
C 6.688 0.206 -3.194
C 5.631 0.878 -2.599
C 4.459 0.211 -2.247
P 3.055 1.107 -1.471
C 3.847 2.706 -1.061
C 3.494 3.878 -1.727
C 4.009 5.106 -1.332
C 4.892 5.167 -0.266
C 5.259 4.002 0.393
C 4.752 2.764 0.013
C 5.198 1.522 0.740
C 1.956 1.461 -2.871
C 2.279 1.111 -4.179
C 1.342 1.222 -5.194
C 0.070 1.691 -4.898
C -0.248 2.064 -3.603
C 0.681 1.961 -2.568
C 0.301 2.389 -1.188
H 3.185 -2.970 -2.408
H 2.239 -1.527 -2.789
H 2.814 -1.780 -1.150
H 5.318 -2.879 -3.324
H 7.396 -1.690 -3.911
H 7.588 0.745 -3.459
H 5.723 1.941 -2.413
H 2.806 3.827 -2.562
H 3.719 6.006 -1.857
H 5.299 6.118 0.052
H 5.954 4.051 1.224
H 5.615 1.773 1.715
H 5.965 0.991 0.171
H 4.380 0.809 0.879
H 3.266 0.728 -4.406
H 1.600 0.935 -6.205
H -0.677 1.768 -5.678
H -1.241 2.438 -3.381
H -0.725 2.756 -1.201
H 0.942 3.201 -0.832
N -5.261 1.174 -0.185
C -4.749 0.561 -1.315
C -5.598 0.120 -2.337
C -5.039 -0.446 -3.460
C -3.656 -0.571 -3.551
C -2.895 -0.109 -2.498
N -3.422 0.453 -1.401
H -6.231 0.974 0.002
H -4.690 1.092 0.645
H -6.670 0.222 -2.231
H -5.677 -0.800 -4.261
H -3.175 -1.029 -4.403
H -1.816 -0.204 -2.506

Properties
ΔE to the lowest compared entry with this formula, charge and spin   0.00 kcal per mole
Gap between HOMO and LUMO   7.9 eV
Maximum force   0.20 eV/Å

These are the Mulliken partial charges, in e, on atoms 1 to 4:
1. Bi 3.1810
2. N 0.7924
3. C -1.1604
4. C -0.5613

4.
# C52H50N8O2P2PbSe2

A molecular structure, C52H50N8O2P2PbSe2 (ωB97M-V/def2-TZVPD, OMol25).

Atoms and positions in Å:
Pb -0.021 -0.073 0.284
O -2.231 2.851 3.544
C -1.793 2.251 4.670
C -2.473 2.532 5.855
C -2.074 1.951 7.041
C -0.987 1.079 7.075
C -0.309 0.804 5.904
C -0.694 1.374 4.687
C 0.029 1.047 3.428
O -0.492 1.433 2.320
N 1.164 0.376 3.537
N 1.658 0.097 2.292
C 2.912 -0.092 2.192
C 3.525 -0.330 0.876
C 4.876 -0.648 0.779
C 5.428 -0.852 -0.474
C 4.619 -0.737 -1.592
C 3.282 -0.423 -1.402
N 2.746 -0.209 -0.204
H -1.680 2.480 2.814
H -3.314 3.213 5.812
H -2.615 2.178 7.952
H -0.677 0.623 8.007
H 0.544 0.138 5.900
H 3.550 -0.038 3.073
H 5.474 -0.737 1.678
H 6.477 -1.099 -0.576
H 4.999 -0.892 -2.593
H 2.611 -0.345 -2.252
C 2.209 4.071 1.224
C 0.990 3.744 0.405
C -0.274 4.175 0.792
C -1.405 3.835 0.061
C -1.291 3.054 -1.080
C -0.029 2.635 -1.489
C 1.100 2.979 -0.755
H 2.836 4.813 0.723
H 2.819 3.179 1.386
H 1.933 4.469 2.201
H -0.382 4.752 1.704
H -2.381 4.165 0.398
H -2.166 2.745 -1.639
H 0.061 2.007 -2.370
H 2.078 2.628 -1.071
Se -4.123 -5.003 -2.842
P -3.733 -3.298 -4.011
C -2.764 -3.635 -5.507
C -2.836 -4.890 -6.103
C -2.090 -5.161 -7.240
C -1.259 -4.185 -7.778
C -1.190 -2.928 -7.191
C -1.950 -2.651 -6.063
C -5.229 -2.449 -4.579
C -5.393 -2.060 -5.903
C -6.565 -1.428 -6.304
C -7.569 -1.182 -5.383
C -7.408 -1.571 -4.058
C -6.246 -2.206 -3.658
C -2.786 -2.032 -3.149
C -1.559 -2.016 -2.494
N -1.436 -0.792 -1.932
N -2.531 -0.099 -2.202
N -3.368 -0.834 -2.916
P -0.131 -3.058 -2.333
Se 0.739 -2.964 -0.367
C 1.057 -2.458 -3.564
C 0.828 -1.275 -4.262
C 1.793 -0.784 -5.134
C 2.985 -1.471 -5.310
C 3.216 -2.654 -4.615
C 2.258 -3.144 -3.742
C -0.489 -4.771 -2.738
C -0.301 -5.259 -4.029
C -0.562 -6.593 -4.304
C -1.010 -7.435 -3.298
C -1.199 -6.948 -2.010
C -0.937 -5.621 -1.727
H -3.454 -5.655 -5.646
H -2.147 -6.140 -7.701
H -0.666 -4.404 -8.658
H -0.544 -2.164 -7.608
H -1.909 -1.667 -5.611
H -4.615 -2.246 -6.632
H -6.687 -1.129 -7.338
H -8.483 -0.691 -5.695
H -8.192 -1.379 -3.336
H -6.124 -2.522 -2.630
H -0.095 -0.727 -4.114
H 1.610 0.138 -5.673
H 3.737 -1.087 -5.990
H 4.145 -3.193 -4.752
H 2.446 -4.058 -3.191
H 0.041 -4.604 -4.821
H -0.417 -6.970 -5.310
H -1.217 -8.475 -3.517
H -1.558 -7.604 -1.227
H -1.071 -5.240 -0.722
C -1.922 -1.785 2.725
C -3.248 -2.179 3.426
N -4.374 -2.052 2.500
C -4.098 -2.843 1.300
C -2.844 -2.298 0.569
N -2.211 -1.233 1.385
C -3.183 -0.120 1.505
C -4.510 -0.646 2.110
H -1.264 -2.647 2.587
H -1.376 -1.042 3.304
H -3.438 -1.530 4.284
H -3.207 -3.207 3.792
H -4.971 -2.802 0.647
H -3.960 -3.885 1.596
H -3.107 -1.872 -0.396
H -2.104 -3.079 0.399
H -3.333 0.300 0.505
H -2.741 0.650 2.129
H -5.331 -0.568 1.393
H -4.785 -0.066 2.993

Properties
ΔE to the lowest compared entry with this formula, charge and spin   0.87 kcal per mole
Gap between HOMO and LUMO   7.4 eV
Maximum force   0.42 eV/Å

These are the Mulliken partial charges, in e, on atoms 1 to 4:
1. Pb 0.7930
2. O -0.6793
3. C 0.4048
4. C -0.8096